82
Properties=species:S:1:pos:R:3 method="wB97M-V/def2-TZVPD" spin_multiplicity=2 e_lumo_ev="2.58 / 2.58" total_energy_ha=-3571.6081 s_squared=0.756 total_charge=-1
Co -0.44580 -1.52654 -0.49478
C -3.59067 -2.79681 2.31185
O -3.91282 -1.42945 2.56290
C -2.89608 -0.52349 2.67905
C -3.11181 0.52970 3.53765
C -2.17173 1.55613 3.70383
C -0.99627 1.49486 2.99176
C -0.75398 0.44489 2.09248
C 0.45663 0.52594 1.29204
N 0.69906 -0.20294 0.27347
N 1.85148 0.09627 -0.47256
C 1.75950 -0.54912 -1.61915
O 0.82476 -1.32658 -1.98284
C 2.89680 -0.35487 -2.57422
C 3.20608 -1.37738 -3.46300
C 4.26106 -1.23325 -4.35437
C 5.00563 -0.06097 -4.37125
C 4.69305 0.96528 -3.48969
C 3.64424 0.81588 -2.59162
C -1.70969 -0.59628 1.88981
O -1.54825 -1.56634 1.05820
H -3.31168 -2.97170 1.27618
H -4.49461 -3.35158 2.56054
H -2.77233 -3.12765 2.95575
H -4.04832 0.53995 4.08440
H -2.36883 2.37857 4.37904
H -0.24578 2.27273 3.10202
H 1.18049 1.30676 1.52876
H 2.59991 -2.27415 -3.44672
H 4.49915 -2.03661 -5.04094
H 5.82311 0.05514 -5.07284
H 5.26623 1.88468 -3.50172
H 3.40068 1.60130 -1.88755
O -1.63703 -2.79917 -1.42270
C -1.97698 -3.98197 -1.04903
C -3.28925 -4.45938 -1.31095
C -3.70204 -5.72474 -0.95259
C -2.83639 -6.60816 -0.30322
C -1.54832 -6.17665 -0.04006
C -1.10143 -4.90601 -0.40003
C 0.29067 -4.53110 -0.14519
N 0.74468 -3.32919 0.11089
C 2.10845 -3.43423 0.25064
C 2.49067 -4.72964 0.08860
N 1.32244 -5.42192 -0.16300
H -3.97066 -3.77747 -1.80734
H -4.71989 -6.03222 -1.16820
H -3.16348 -7.59571 -0.00593
H -0.86717 -6.84003 0.48620
H 2.71772 -2.56836 0.45911
H 3.45273 -5.20990 0.11674
H 1.23859 -6.39561 -0.39153
C 4.95806 5.61628 1.55902
C 3.55339 5.25579 1.15037
C 2.44816 5.81043 1.77993
C 1.14501 5.46588 1.43614
C 0.93411 4.53529 0.42537
N -0.33672 4.08530 0.01367
C -1.54531 4.35701 0.59069
O -1.72857 5.26745 1.37875
N -2.62948 3.60177 0.16199
C -2.78988 2.30252 -0.37500
C -4.09020 1.81401 -0.46400
C -4.31855 0.54569 -0.95479
C -3.23829 -0.24094 -1.33316
N -1.99304 0.21091 -1.24669
C -1.78146 1.44260 -0.80224
C 2.03380 3.96863 -0.22088
C 3.31871 4.32499 0.14066
H 4.96623 6.49364 2.20597
H 5.58104 5.83156 0.68941
H 5.43131 4.79659 2.10390
H 2.59965 6.53683 2.57117
H 0.30110 5.91048 1.93861
H -0.32185 3.39979 -0.71662
H -3.46294 3.96453 0.59846
H -4.91652 2.43270 -0.12956
H -5.32462 0.15201 -1.01459
H -3.34098 -1.26861 -1.65668
H -0.73170 1.68669 -0.75663
H 1.88141 3.20674 -0.98005
H 4.15562 3.85253 -0.36211

---

290
Properties=species:S:1:pos:R:3 method="wB97M-V/def2-TZVPD" e_lumo_ev=-0.05 total_energy_ha=-6473.1716
C 10.02721 1.03025 16.60023
O 9.23705 1.87289 16.22284
N 11.04518 0.63516 15.82738
C 12.02293 -0.36800 16.25487
C 11.30740 1.08061 14.48835
H 10.06206 0.57315 17.60126
H 12.18043 -1.12708 15.48866
H 11.59501 -0.95940 17.06435
H 13.01643 -0.08079 16.59918
H 10.75574 0.38907 13.85152
H 11.04295 2.13503 14.40841
H 12.35942 1.09504 14.20352
C 14.64621 -1.98643 10.85189
O 13.82542 -1.17926 11.37604
N 15.72605 -1.60421 10.06321
C 16.67775 -2.51608 9.36346
C 15.76584 -0.14124 9.79208
H 14.45547 -3.05875 10.69083
H 16.76737 -2.58750 8.27950
H 16.59695 -3.50570 9.81316
H 17.65987 -2.09602 9.58042
H 16.58954 0.41926 10.23422
H 15.97873 0.05964 8.74212
H 14.90243 0.51898 9.87413
C 13.71348 -4.94524 5.22793
O 13.06142 -5.03465 6.29802
N 13.29201 -4.45104 3.98786
C 14.18971 -4.48932 2.87213
C 11.84712 -4.02344 3.92745
H 14.72639 -5.34471 5.06471
H 14.33563 -3.44963 2.57910
H 13.94067 -5.10571 2.00834
H 15.21871 -4.75286 3.11671
H 11.27441 -4.58574 3.18993
H 11.48711 -4.09321 4.95391
H 11.80247 -2.98872 3.58764
C 13.28174 -9.58746 9.28293
O 13.23342 -10.30589 8.26320
N 12.62740 -8.37174 9.26606
C 12.53335 -7.60961 10.47675
C 12.16569 -7.83522 7.91985
H 13.68899 -9.87269 10.26528
H 11.61221 -7.77950 11.03418
H 12.51015 -6.55210 10.21362
H 13.39558 -7.69439 11.13816
H 11.08681 -7.70629 8.00645
H 12.60411 -6.88818 7.60524
H 12.10160 -8.57036 7.11762
C 18.24393 -6.71880 9.61719
O 18.02089 -5.56139 9.84734
N 19.54722 -7.08825 9.41674
C 19.92624 -8.53695 9.36459
C 20.56996 -6.12912 8.97264
H 17.44853 -7.47958 9.64486
H 19.93868 -8.88099 8.33039
H 19.32005 -9.09494 10.07822
H 20.94176 -8.60094 9.75539
H 20.01628 -5.21874 8.74295
H 21.15711 -5.71775 9.79369
H 21.08518 -6.41303 8.05501
C 14.65228 1.71511 4.34826
O 14.50371 2.74718 5.00084
N 13.70709 1.19210 3.59443
C 13.87250 -0.10811 3.01042
C 12.32791 1.81139 3.40819
H 15.53724 1.10548 4.58785
H 12.98046 -0.73241 3.06169
H 14.79992 -0.61568 3.27568
H 14.08746 0.01513 1.94896
H 11.53631 1.37525 4.01748
H 12.46013 2.84731 3.72044
H 11.97514 1.85212 2.37766
C 17.98330 2.31535 7.50185
O 18.41091 1.32216 8.03312
N 17.42086 3.42132 8.12185
C 17.16570 4.65343 7.40979
C 17.41397 3.63655 9.51005
H 17.94884 2.24178 6.40384
H 17.08157 4.38408 6.35695
H 17.97241 5.30016 7.75482
H 16.26725 5.16410 7.75635
H 17.73876 2.77274 10.09007
H 17.98818 4.48199 9.88903
H 16.39018 3.67988 9.88166
O 8.58549 -1.80338 7.54264
P 9.69200 -1.73424 8.55657
N 10.78611 -0.51209 7.95377
C 11.45168 0.35092 8.84167
C 10.86577 -0.09879 6.45760
N 10.64497 -3.06748 8.81521
C 9.99288 -4.33052 8.99986
C 12.13505 -3.12831 8.63392
N 9.15842 -1.24022 10.08809
C 7.69903 -0.93116 10.38351
C 9.97271 -1.02572 11.34334
H 10.75381 1.14744 9.09982
H 12.34229 0.74320 8.35072
H 11.82176 -0.15011 9.73616
H 9.87271 0.13839 6.07593
H 11.11024 -1.01651 5.92269
H 11.61108 0.66667 6.24157
H 10.62089 -5.06621 9.50230
H 9.18399 -4.09180 9.69038
H 9.71949 -4.78444 8.04734
H 12.38922 -2.85482 7.60986
H 12.59330 -2.39020 9.29217
H 12.45660 -4.13221 8.91122
H 7.06281 -1.74954 10.04651
H 7.59196 -0.99932 11.46610
H 7.60001 -0.00360 9.81967
H 10.03319 0.04379 11.54481
H 10.97707 -1.44259 11.26855
H 9.52846 -1.66916 12.10276
O 12.85563 -3.30529 15.50721
P 13.39698 -4.66973 15.18007
N 12.31077 -5.81747 15.45997
C 10.97258 -5.51642 15.96062
C 12.26227 -7.14775 14.72184
N 14.69211 -5.34470 16.13976
C 14.59580 -4.96325 17.55918
C 15.59666 -6.43965 15.74741
N 13.98661 -4.84639 13.53605
C 15.24437 -4.19543 13.30885
C 13.00634 -4.61564 12.51164
H 10.18214 -6.22479 15.71262
H 10.84883 -4.49229 15.60856
H 11.04994 -5.44483 17.04551
H 13.25237 -7.59042 14.61302
H 11.91345 -7.09711 13.69041
H 11.80324 -8.01254 15.20094
H 13.60546 -5.27149 17.89427
H 15.37467 -5.40646 18.17968
H 14.67208 -3.87697 17.51142
H 15.18803 -7.24965 16.35158
H 15.64811 -6.63152 14.67566
H 16.65498 -6.27991 15.95367
H 15.99103 -4.32665 14.09202
H 15.69702 -4.59654 12.40202
H 15.12079 -3.12854 13.12293
H 12.51166 -3.68410 12.78663
H 12.10409 -5.22647 12.54217
H 13.34809 -4.45926 11.48848
O 23.39217 6.26879 11.85954
P 21.99946 5.77153 11.57391
N 21.91741 4.33312 10.70057
C 23.04209 3.79045 9.89146
C 20.63345 3.62865 10.59428
N 21.02217 6.83639 10.55727
C 19.61171 6.73038 10.41041
C 21.65089 7.32352 9.28150
N 20.96917 5.58530 12.97601
C 21.39103 4.46300 13.94228
C 20.55836 6.69016 13.89403
H 23.76886 3.29122 10.53232
H 23.65566 4.58953 9.47541
H 22.75076 3.19516 9.02609
H 20.27506 3.93573 9.61175
H 19.80742 3.89852 11.25227
H 20.67949 2.56185 10.37538
H 19.25989 7.72996 10.15509
H 19.37985 6.14244 9.52235
H 19.02160 6.39693 11.26405
H 22.67693 6.98036 9.14894
H 21.18275 7.15999 8.31083
H 21.67656 8.41274 9.24920
H 20.48268 4.30320 14.52320
H 21.61802 3.53028 13.42593
H 22.08552 4.74406 14.73396
H 21.40197 6.91470 14.54674
H 19.71111 6.25003 14.41991
H 20.31214 7.62805 13.39620
O 21.82576 -3.72707 14.80023
P 21.68231 -2.66992 13.76374
N 23.16428 -2.61885 12.79423
C 23.20479 -3.63061 11.75019
C 24.53608 -2.29200 13.31803
N 21.55123 -1.06375 14.43750
C 20.69104 -0.85511 15.59962
C 21.94556 0.13722 13.74942
N 20.40286 -2.87044 12.61252
C 20.21837 -1.89632 11.49803
C 19.60194 -4.10470 12.56190
H 22.90939 -4.60348 12.14305
H 24.15812 -3.77318 11.24131
H 22.36514 -3.50938 11.06581
H 24.63711 -1.66370 14.20299
H 25.19102 -2.06472 12.47690
H 24.78498 -3.27834 13.70952
H 19.81957 -1.49598 15.46577
H 21.21624 -1.09539 16.52403
H 20.38159 0.16614 15.82188
H 21.09777 0.69829 13.35629
H 22.44660 0.81180 14.44369
H 22.75199 -0.05212 13.04094
H 21.08881 -2.09452 10.87261
H 19.28088 -2.10922 10.98431
H 20.25277 -0.88188 11.89531
H 18.82658 -4.05058 11.79769
H 19.30898 -4.42718 13.56104
H 20.29373 -4.89716 12.27638
C 10.79918 3.75651 10.94063
C 11.49264 4.97266 10.15246
C 11.66234 4.56991 8.62956
C 10.34857 4.45983 7.91697
C 9.80366 5.90858 7.88864
C 9.43247 6.36752 9.33567
N 10.63941 6.11828 10.22194
O 10.55794 6.54123 11.48330
C 9.14767 7.81999 9.30403
C 8.13595 5.63909 9.85194
C 12.88046 5.24529 10.62921
H 11.27247 3.63043 11.91438
H 11.00684 2.81805 10.42655
H 9.71702 3.82037 11.05437
H 12.34394 5.29719 8.18847
H 12.26643 3.66314 8.59874
H 9.74683 3.68979 8.39973
H 10.57184 4.11574 6.90710
H 8.96109 5.69613 7.23058
H 10.46312 6.59613 7.35902
H 8.37448 8.02081 8.56244
H 8.57215 8.20281 10.14684
H 10.03758 8.43920 9.19129
H 8.02205 5.92050 10.89881
H 7.20654 5.87664 9.33436
H 8.08666 4.55213 9.78717
H 13.25517 6.06521 10.01647
H 13.58332 4.48168 10.29605
H 13.04874 5.54277 11.66423
H 9.99031 5.87303 11.87434
C 16.25112 -0.04053 13.68155
C 16.43147 1.51217 14.05578
C 15.82048 2.31465 12.83505
C 15.82200 3.86628 13.08851
C 14.97396 4.14339 14.41830
C 15.24420 3.26327 15.58420
N 15.57395 1.88433 15.20150
O 15.79431 1.18539 16.35514
C 16.36789 3.97061 16.38206
C 14.04485 3.31475 16.55370
C 17.90314 1.73833 14.10049
H 15.17999 -0.22245 13.59394
H 16.67366 -0.62257 14.50057
H 16.72838 -0.15050 12.70779
H 16.15212 2.18139 11.80532
H 14.79624 1.96972 12.97668
H 15.18461 4.30481 12.32071
H 16.76297 4.41445 13.04194
H 13.93856 3.95132 14.13697
H 15.14989 5.21207 14.54109
H 16.09352 4.99211 16.64540
H 16.80186 3.56276 17.29498
H 17.24468 4.04013 15.73823
H 14.15589 2.85363 17.53510
H 13.50131 4.20657 16.86563
H 13.33830 2.58124 16.16533
H 18.08504 1.78113 15.17435
H 18.08854 2.66868 13.56366
H 18.43156 0.93986 13.57960
H 14.97176 0.69051 16.34476
C 22.62703 -1.97397 8.02131
C 22.02902 -0.70784 7.42537
C 22.89293 -0.11671 6.20514
C 22.60692 -0.79611 4.87183
C 21.06190 -0.77225 4.58956
C 20.34867 -1.61255 5.63335
N 20.70778 -1.04231 6.97543
O 19.74855 -1.30382 8.04776
C 18.86227 -1.23239 5.25352
C 20.45703 -3.10781 5.55310
C 21.94268 0.48199 8.52093
H 22.18084 -2.36883 8.93405
H 23.69833 -1.84011 8.17131
H 22.48822 -2.79302 7.31562
H 22.99585 0.96488 6.11751
H 23.92355 -0.43209 6.36778
H 22.93654 -1.83450 4.83727
H 23.19015 -0.44308 4.02135
H 20.99285 -1.04848 3.53740
H 20.78397 0.27496 4.70877
H 18.19336 -1.86639 5.83550
H 18.66450 -0.17095 5.40301
H 18.75596 -1.51884 4.20723
H 21.48028 -3.46002 5.42267
H 19.96009 -3.61548 6.37979
H 19.88719 -3.48425 4.70358
H 21.14047 1.20039 8.35224
H 22.85736 1.05652 8.37474
H 22.04230 0.25461 9.58229
H 19.36968 -0.42198 8.02743

---

36
Properties=species:S:1:pos:R:3 method="wB97M-V/def2-TZVPD" e_lumo_ev=2.67 total_energy_ha=-746.9744 total_charge=-1
O 3.40817 -1.42774 -4.48454
N 2.44191 -0.87041 -4.83616
O 2.51999 0.52376 -4.63249
C 1.22381 0.95453 -4.17088
Nb -0.66257 -0.38341 -4.37308
H 1.34432 1.23150 -3.12163
H 0.99140 1.87274 -4.71865
H -1.87302 0.92387 -4.87327
H -0.58742 -0.95925 -6.14102
H 0.09135 -1.84407 -3.53230
H -1.37719 0.03346 -2.72047
H -2.11000 -1.50519 -4.38696
C 1.51981 -0.40975 4.39932
O 0.97082 -1.30557 3.46453
C -0.41530 -1.57425 3.62440
C -1.24764 -0.95418 2.52937
N -1.27845 0.49576 2.64160
C -1.86626 1.18608 1.49464
C -1.21112 1.03311 0.13157
O 0.06194 1.64522 0.03002
C 1.14894 0.87197 0.48251
H 2.60221 -0.45776 4.29168
H 1.20133 0.62615 4.23053
H 1.25585 -0.69025 5.42552
H -0.76010 -1.23958 4.60913
H -0.53529 -2.66027 3.57543
H -2.26999 -1.33732 2.61242
H -0.84114 -1.29757 1.56798
H -0.33211 0.83110 2.76741
H -1.87111 2.25195 1.73680
H -2.91327 0.87548 1.40739
H -1.84351 1.54969 -0.59197
H -1.16277 -0.00618 -0.20922
H 0.98906 -0.19412 0.29554
H 1.35733 1.02012 1.54993
H 2.03003 1.19036 -0.07506